22
Properties=species:S:1:pos:R:3:forces:R:3 method="wB97M-V/def2-TZVPD" homo_lumo_gap_ev=9.12 e_above_lowest_kj_mol=0.0 total_energy_ev=-32001.0558 homo_ha=-0.3195
C -0.4933 1.5973 0.3451 -2.13 1.25 1.43
C -0.9897 0.8713 -0.7604 -1.35 -1.39 -0.87
C -1.5717 1.6057 1.2549 1.05 -0.37 -1.78
C -2.2964 0.3998 -0.4201 2.44 0.74 -2.20
C 2.7384 -1.0139 -0.6208 2.24 -0.34 -2.80
C 1.7222 -0.9936 0.3822 -1.52 -0.45 -1.25
O -1.8155 -2.2412 0.4539 -1.72 -1.16 -0.80
O -2.6261 0.8907 0.7534 -0.50 0.41 0.69
O 0.6926 2.2299 0.5191 -0.08 0.16 -1.33
O -0.2708 0.5729 -1.8731 -0.98 -1.12 -1.62
O -3.0966 -0.4017 -1.1485 0.43 -0.64 1.98
O 1.9307 0.1868 -0.3422 0.74 -0.78 0.12
O 2.0076 -1.0051 1.6559 -1.26 -2.48 2.31
O 0.5113 -1.7069 0.2192 1.19 0.88 -0.92
P -0.9303 -1.1367 0.7977 1.70 -0.47 1.84
H 3.8913 -0.9435 -0.3271 -2.70 -0.12 -0.55
H 2.5387 -1.4500 -1.6918 0.39 0.77 2.28
H 1.1344 2.2680 -0.3721 -0.41 -0.23 1.35
H -0.7256 -0.0808 -2.5269 0.70 1.76 2.07
H -3.0457 -1.2491 -0.5689 -0.30 0.56 -1.23
H -1.8015 1.9373 2.2277 0.46 0.59 0.80
H 2.4961 -0.3373 2.0430 1.62 2.42 0.50